Density functional theory data (ωB97M-V/def2-TZVPD) for the ion C4H9N2O with charge +1.

Values from the calculation:
Kohn-Sham gap (eV): 9.72
Multiplicity: 1
Total charge: +1

The geometry in XYZ format:
```
16
Properties=species:S:1:pos:R:3:forces:R:3
C -2.06326 -0.05990 -0.11928 1.2 -3.2 -0.7
C 0.77085 0.29945 0.13076 -0.3 -1.2 -0.1
C 0.76549 -0.90628 1.06821 -3.0 2.7 -1.9
C 1.87859 0.63263 -0.78300 -1.4 -0.9 -2.7
N -1.30215 -0.92164 -0.69539 -1.2 0.9 -1.0
N -1.41996 0.98868 0.58945 -1.4 -1.6 0.6
O -0.12421 1.26695 0.15887 0.4 -0.5 -0.9
H -3.14795 -0.33049 0.01474 0.9 1.5 0.1
H 0.07949 -0.54067 1.80933 -0.5 -0.6 0.9
H 1.69214 -1.02703 1.45498 3.0 -0.6 1.1
H 0.34276 -1.74052 0.53190 0.2 -0.3 0.1
H 1.58777 0.39801 -1.91605 -0.2 0.5 2.3
H 2.81580 0.11359 -0.76668 0.4 -0.3 1.1
H 1.92742 1.68376 -0.74384 0.7 1.5 -0.2
H -1.77227 -1.64678 -1.29698 0.3 1.0 1.2
H -2.03051 1.79023 0.56297 0.8 1.0 0.1
```
Positions in Å, forces in eV/Å.

Löwdin population analysis, charges in e, atoms 1 to 5: number 1, C, carries -0.177; number 2, C, carries -0.198; number 3, C, carries 0.047; number 4, C, carries 0.043; number 5, N, carries 0.092